Entry 1:
Computed, not measured: a 2-piece molecular cluster, C19H36N3O3S2 overall at a distorted geometry, with ωB97M-V/def2-TZVPD.

ORCA input file:
```
! wB97M-V def2-TZVPD RIJCOSX def2/J DEFGRID3
* xyz 1 1
C 6.383 -1.946 3.238
C 6.002 -1.009 2.333
C 4.779 -0.048 2.561
C 3.515 -0.767 2.058
C 3.477 -1.833 1.053
N 2.469 -2.535 0.569
N 1.272 -2.221 1.021
C 0.124 -3.006 0.483
C -0.215 -4.207 1.431
C -1.327 -5.167 0.877
S -1.642 -6.447 2.201
C 1.124 -1.231 1.929
C -0.354 -0.911 2.355
C -1.010 0.030 1.255
C -2.575 0.036 1.564
S -3.387 -1.558 1.045
C 2.166 -0.427 2.557
N 1.962 0.596 3.535
H 6.801 -2.920 2.888
H 6.363 -1.796 4.339
H 6.633 -0.940 1.412
H 4.714 0.072 3.675
H 4.976 0.927 2.058
H 4.470 -2.100 0.624
H 0.494 -3.457 -0.475
H -0.742 -2.367 0.206
H -0.413 -3.884 2.488
H 0.723 -4.825 1.498
H -0.864 -5.745 0.040
H -2.273 -4.660 0.595
H -0.758 -6.092 3.195
H -0.951 -1.826 2.552
H -0.338 -0.287 3.283
H -0.613 1.079 1.315
H -0.765 -0.311 0.218
H -3.108 0.901 1.096
H -2.737 0.159 2.668
H -3.292 -2.483 2.052
H 1.556 1.440 3.129
H 1.354 0.204 4.258
C 0.923 2.020 -3.041
O -0.422 2.106 -3.459
C -1.282 1.250 -2.723
C -2.676 1.846 -2.631
O -2.776 2.926 -1.706
C -2.173 4.162 -2.091
C -2.904 4.876 -3.216
O -2.621 4.259 -4.463
C -3.653 4.448 -5.412
H 1.341 1.038 -3.286
H 1.490 2.789 -3.566
H 1.009 2.210 -1.963
H -0.893 1.084 -1.710
H -1.321 0.289 -3.252
H -3.342 1.071 -2.240
H -3.068 2.126 -3.608
H -1.115 4.029 -2.317
H -2.229 4.797 -1.203
H -2.556 5.915 -3.272
H -3.980 4.866 -3.012
H -4.615 4.113 -5.012
H -3.419 3.842 -6.287
H -3.712 5.499 -5.711
*
```

Summary:
largest force on an atom	4.1	eV/Å
orbital gap	6.77	eV
M	418.65	g mol⁻¹
HOMO energy	-0.407	Ha

Entry 2:
Computed, not measured: one molecule with the formula C19H36N4O3S at a distorted geometry, with ωB97M-V/def2-TZVPD.

ORCA input file:
```
! wB97M-V def2-TZVPD RIJCOSX def2/J DEFGRID3
* xyz 0 1
C -6.482 -0.040 1.843
C -5.408 0.200 0.776
C -6.020 0.219 -0.637
C -6.379 -1.182 -1.125
C -5.148 -2.077 -1.044
C -4.621 -2.082 0.395
N -4.338 -0.772 0.940
C -2.989 -0.290 0.842
C -2.483 0.142 -0.555
N -1.165 0.723 -0.471
C -0.966 2.056 -0.461
O -1.859 2.865 -0.617
C 0.492 2.470 -0.258
C 1.373 1.894 -1.375
C 2.855 2.129 -1.084
N 3.241 1.681 0.239
S 3.336 0.019 0.405
O 3.661 -0.236 1.775
O 2.191 -0.669 -0.126
N 4.604 -0.246 -0.638
C 4.663 -1.565 -1.238
C 5.269 -2.596 -0.288
C 6.654 -2.131 0.159
C 6.539 -0.760 0.822
C 5.878 0.231 -0.136
C 2.469 2.320 1.289
C 0.979 2.029 1.129
H -7.205 0.771 1.834
H -7.009 -0.974 1.673
H -6.017 -0.085 2.824
H -4.974 1.187 0.968
H -6.908 0.853 -0.628
H -5.305 0.660 -1.334
H -7.175 -1.602 -0.508
H -6.746 -1.132 -2.153
H -5.397 -3.099 -1.340
H -4.383 -1.704 -1.728
H -3.713 -2.685 0.464
H -5.378 -2.551 1.034
H -2.326 -1.075 1.223
H -2.896 0.576 1.506
H -3.139 0.913 -0.963
H -2.451 -0.714 -1.234
H -0.395 0.102 -0.274
H 0.523 3.564 -0.308
H 1.215 0.820 -1.461
H 1.108 2.360 -2.326
H 3.097 3.195 -1.148
H 3.475 1.580 -1.795
H 3.640 -1.831 -1.504
H 5.264 -1.486 -2.150
H 5.329 -3.565 -0.787
H 4.617 -2.690 0.583
H 7.085 -2.850 0.857
H 7.313 -2.065 -0.711
H 7.524 -0.387 1.106
H 5.921 -0.838 1.717
H 5.677 1.179 0.363
H 6.524 0.412 -1.002
H 2.668 3.395 1.241
H 2.839 1.926 2.236
H 0.837 0.955 1.261
H 0.411 2.551 1.901
*
```

Summary:
largest force on an atom	1.0	eV/Å
SMILES	C[C@@H]1CCCCN1CCNC(=O)C1CCN(S(=O)(=O)N2CCCCC2)CC1
orbital gap	8.54	eV
M	400.59	g mol⁻¹
HOMO energy	-0.286	Ha

Entry 3:
Computed, not measured: a 7-piece molecular cluster, C19H36O15 overall at a distorted geometry, with ωB97M-V/def2-TZVPD.

ORCA input file:
```
! wB97M-V def2-TZVPD RIJCOSX def2/J DEFGRID3
* xyz 0 1
C 3.165 -21.809 2.360
C 3.142 -21.225 0.948
C 2.855 -22.276 -0.146
O 1.580 -21.898 -0.653
C 1.148 -20.784 -0.076
O 0.144 -20.202 -0.352
O 2.034 -20.339 0.830
H 4.150 -22.260 2.503
H 2.382 -22.556 2.484
H 3.032 -21.042 3.120
H 4.069 -20.702 0.709
H 2.764 -23.266 0.299
H 3.623 -22.256 -0.915
C -4.922 -21.968 4.645
C -5.744 -21.966 3.372
C -5.500 -20.690 2.566
O -5.189 -21.165 1.259
C -5.115 -22.485 1.233
O -4.896 -23.141 0.262
O -5.308 -22.992 2.490
H -5.118 -21.128 5.317
H -3.854 -21.866 4.428
H -5.018 -22.883 5.231
H -6.813 -22.082 3.569
H -4.626 -20.130 2.911
H -6.328 -19.984 2.527
C -7.761 -18.455 0.021
C -7.905 -18.591 -1.477
C -6.945 -17.745 -2.327
O -6.376 -18.668 -3.237
C -6.686 -19.935 -2.877
O -6.283 -20.895 -3.442
O -7.505 -19.940 -1.820
H -8.325 -19.202 0.587
H -8.172 -17.525 0.420
H -6.720 -18.615 0.304
H -8.953 -18.554 -1.776
H -6.153 -17.266 -1.747
H -7.494 -16.948 -2.829
C 0.149 -21.173 -4.765
C -0.388 -20.179 -3.738
C 0.423 -18.892 -3.600
O -0.523 -17.840 -3.769
C -1.720 -18.377 -4.176
O -2.635 -17.717 -4.526
O -1.666 -19.707 -4.154
H 0.639 -20.684 -5.605
H -0.715 -21.718 -5.144
H 0.846 -21.859 -4.285
H -0.485 -20.620 -2.745
H 1.268 -18.825 -4.288
H 0.835 -18.794 -2.592
C -3.437 -19.302 -0.372
O -2.265 -18.657 -0.816
H -4.273 -18.652 -0.634
H -3.619 -20.302 -0.772
H -3.460 -19.436 0.716
H -1.545 -19.294 -0.895
C -0.959 -15.987 1.109
O -2.267 -16.454 0.841
H -0.311 -16.835 1.349
H -0.560 -15.398 0.276
H -1.014 -15.308 1.962
H -2.213 -17.049 0.070
C -1.108 -19.311 2.807
O -1.462 -20.271 3.797
H -1.725 -18.412 2.884
H -0.053 -19.020 2.832
H -1.306 -19.755 1.833
H -1.570 -19.820 4.638
*
```

Summary:
largest force on an atom	1.3	eV/Å
SMILES	C[C@H]1COC(=O)O1.C[C@H]1COC(=O)O1.C[C@H]1COC(=O)O1.C[C@H]1COC(=O)O1.CO.CO.CO
orbital gap	9.84	eV
M	504.48	g mol⁻¹
HOMO energy	-0.352	Ha

Entry 4:
Computed, not measured: C19H37AlB2ClFLiN3O14 as an isolated structure at a distorted geometry, with ωB97M-V/def2-TZVPD.

ORCA input file:
```
! wB97M-V def2-TZVPD RIJCOSX def2/J DEFGRID3
* xyz 0 1
C 2.433 -1.529 3.127
C 1.692 -0.403 2.398
C 1.381 -0.708 0.921
N 1.418 0.691 2.993
B -0.046 1.293 3.237
F -0.752 1.245 1.966
C -0.768 0.374 4.340
C -1.264 -1.000 3.851
C -2.779 -1.232 3.910
C -3.471 -0.833 2.618
O -3.763 0.564 2.673
H 3.385 -1.686 2.600
H 1.834 -2.442 3.056
H 2.569 -1.219 4.168
H 1.314 0.229 0.363
H 0.365 -1.141 0.774
H 2.085 -1.386 0.458
H 0.024 2.464 3.594
H -0.138 0.252 5.225
H -1.630 0.964 4.672
H -0.932 -1.142 2.812
H -0.769 -1.786 4.436
H -3.207 -0.666 4.738
H -2.944 -2.302 4.084
H -2.821 -1.024 1.758
H -4.408 -1.369 2.464
H -3.355 0.993 1.923
N 1.222 2.985 0.921
H 1.510 2.666 0.001
H 0.959 2.166 1.524
H 2.020 3.470 1.359
H 0.428 3.613 0.827
N -5.167 0.179 -0.281
O -5.954 0.906 -0.879
O -3.943 0.478 -0.266
O -5.537 -0.860 0.273
Li 4.270 -2.635 3.946
C -0.257 1.195 -5.641
C -0.906 0.524 -4.463
C -2.203 1.076 -3.954
C -2.035 2.473 -3.319
C -1.012 2.495 -2.184
C -1.380 1.496 -1.091
H 0.048 2.203 -5.340
H 0.635 0.662 -5.972
H -0.938 1.276 -6.488
H -0.191 0.394 -3.653
H -1.186 -0.626 -4.831
H -2.616 0.399 -3.204
H -2.942 1.120 -4.756
H -3.017 2.757 -2.937
H -1.770 3.218 -4.074
H -0.960 3.512 -1.784
H -0.008 2.269 -2.565
H -2.369 1.694 -0.681
H -0.684 1.509 -0.263
H -1.380 0.482 -1.504
C 2.296 5.775 3.845
C 3.716 5.422 3.280
O 3.785 4.414 2.537
O 4.607 6.195 3.648
H 1.551 5.059 3.501
H 2.335 5.759 4.932
H 2.027 6.779 3.524
Al -1.101 -2.264 -0.008
B 2.451 -5.064 -3.005
O 1.749 -6.014 -2.092
C 0.972 -5.378 -1.254
O 0.281 -5.796 -0.373
C 1.119 -3.873 -1.580
O 0.547 -2.974 -0.953
O 1.930 -3.699 -2.539
O 3.886 -5.122 -2.853
C 4.446 -5.381 -4.047
O 5.607 -5.495 -4.266
C 3.280 -5.490 -5.075
O 3.378 -5.703 -6.238
O 2.141 -5.284 -4.393
Cl -1.091 -2.162 -4.473
*
```

Summary:
largest force on an atom	3.0	eV/Å
orbital gap	1.27	eV
M	641.51	g mol⁻¹
HOMO energy	-0.273	Ha

Entry 5:
Computed, not measured: a 10-piece molecular cluster, C19H37Br18Cl3 overall at a distorted geometry, with ωB97M-V/def2-TZVPD.

ORCA input file:
```
! wB97M-V def2-TZVPD RIJCOSX def2/J DEFGRID3
* xyz 0 1
Cl -1.383 4.241 -4.199
C -0.095 3.139 -3.728
Cl 1.106 3.941 -2.714
Cl 0.699 2.510 -5.188
H -0.468 2.289 -3.175
Br -6.078 -0.498 -3.603
C -4.760 -1.044 -2.258
C -4.886 -2.516 -2.076
Br -3.578 -3.124 -0.718
H -5.093 -0.537 -1.353
H -3.773 -0.651 -2.464
H -4.575 -3.104 -2.926
H -5.829 -2.826 -1.654
Br -6.237 -1.710 1.440
C -5.664 -1.218 3.249
C -4.257 -0.689 3.210
Br -2.967 -2.126 2.959
H -5.721 -2.100 3.879
H -6.397 -0.502 3.605
H -4.030 -0.168 4.146
H -4.084 0.061 2.446
Br 1.928 -0.091 -3.081
C 3.460 0.270 -4.240
C 4.045 -0.990 -4.766
Br 5.143 -0.566 -6.352
H 4.147 0.914 -3.707
H 3.029 0.831 -5.062
H 3.366 -1.734 -5.166
H 4.685 -1.524 -4.081
Br 6.119 -1.141 -0.362
C 5.442 -2.853 0.328
C 4.342 -2.449 1.265
Br 3.355 -3.926 2.039
H 6.257 -3.265 0.911
H 5.150 -3.453 -0.518
H 3.600 -1.789 0.826
H 4.719 -1.850 2.091
Br -5.029 4.084 0.347
C -3.539 4.695 -0.751
C -2.856 5.849 -0.074
Br -1.392 6.512 -1.169
H -3.987 5.031 -1.683
H -2.877 3.866 -0.959
H -2.432 5.548 0.883
H -3.503 6.698 0.105
Br 4.957 3.870 -2.483
C 5.498 3.223 -0.724
C 4.756 1.982 -0.305
Br 2.921 2.400 0.158
H 5.356 4.003 0.028
H 6.578 3.136 -0.806
H 5.216 1.539 0.574
H 4.778 1.251 -1.109
Br -1.576 2.269 3.794
C -0.594 1.407 5.215
C -1.319 0.260 5.859
Br -0.229 -0.492 7.270
H -0.440 2.190 5.956
H 0.419 1.127 4.929
H -1.598 -0.529 5.167
H -2.251 0.598 6.313
Br 1.772 -3.400 -1.604
C 0.422 -4.725 -1.044
C 0.552 -5.072 0.410
Br -0.806 -6.374 0.879
H 0.663 -5.600 -1.642
H -0.531 -4.325 -1.342
H 0.300 -4.187 0.994
H 1.540 -5.407 0.669
Br -1.848 0.478 -0.554
C -0.679 0.447 1.011
C 0.346 -0.640 0.802
Br 1.174 -1.186 2.463
H -1.321 0.206 1.842
H -0.207 1.413 1.146
H 1.153 -0.393 0.117
H -0.106 -1.502 0.313
*
```

Summary:
largest force on an atom	1.4	eV/Å
SMILES	ClC(Cl)Cl.BrCCBr.BrCCBr.BrCCBr.BrCCBr.BrCCBr.BrCCBr.BrCCBr.BrCCBr.BrCCBr
orbital gap	10.11	eV
M	1810.14	g mol⁻¹
HOMO energy	-0.365	Ha

Entry 6:
Computed, not measured: C19H37BrMgSi4Te as an isolated structure at a distorted geometry, with ωB97M-V/def2-TZVPD.

ORCA input file:
```
! wB97M-V def2-TZVPD RIJCOSX def2/J DEFGRID3
* xyz -2 1
C 3.692 0.631 -4.103
C 3.388 1.821 -3.402
C 3.648 1.606 -2.006
H 3.055 2.756 -3.844
C 4.007 0.206 -1.859
C 4.078 -0.361 -3.162
H 4.416 -1.360 -3.408
H 3.693 0.506 -5.185
H 3.637 2.361 -1.208
H 4.265 -0.282 -0.925
Mg 1.630 1.002 -1.321
Br -0.143 1.898 -2.757
C -0.530 -1.918 -4.013
C 0.668 -2.671 -4.196
C 1.408 -2.074 -5.258
H 0.972 -3.552 -3.627
C 0.658 -0.967 -5.751
C -0.536 -0.863 -4.970
H -1.302 -0.095 -5.074
H -1.292 -2.108 -3.266
H 2.367 -2.415 -5.640
H 0.959 -0.298 -6.560
C -3.271 -0.707 -0.694
Si -2.632 -1.075 1.044
C -3.749 -0.312 2.356
C -2.476 -2.931 1.323
Si -0.508 -0.129 1.238
Te 0.970 -1.407 -0.249
Si -0.830 2.200 1.323
C -1.305 2.696 3.083
C 0.787 3.049 0.818
C -2.239 2.772 0.211
Si 0.524 -0.810 3.230
C -0.688 -0.529 4.645
C 1.020 -2.630 3.282
C 2.040 0.294 3.413
H -4.257 -1.179 -0.799
H -2.608 -1.112 -1.469
H -3.375 0.366 -0.893
H -4.733 -0.789 2.239
H -3.398 -0.507 3.377
H -3.879 0.772 2.238
H -1.782 -3.397 0.611
H -2.130 -3.181 2.337
H -3.472 -3.378 1.175
H -0.524 2.475 3.824
H -1.475 3.784 3.081
H -2.236 2.219 3.423
H 1.032 3.014 -0.272
H 0.655 4.118 1.064
H 1.645 2.685 1.400
H -2.044 2.526 -0.844
H -3.220 2.370 0.504
H -2.303 3.870 0.280
H -1.586 -1.155 4.562
H -0.146 -0.823 5.555
H -1.003 0.516 4.752
H 1.726 -2.901 2.492
H 1.496 -2.810 4.263
H 0.156 -3.307 3.206
H 2.741 0.179 2.575
H 1.785 1.360 3.503
H 2.552 -0.022 4.334
*
```

Summary:
largest force on an atom	1.6	eV/Å
orbital gap	4.05	eV
M	609.66	g mol⁻¹
HOMO energy	0.006	Ha